300
Properties=species:S:1:pos:R:3:forces:R:3 method="wB97M-V/def2-TZVPD" homo_energy_ev=-8.4 charge=0 lumo_ev=0.5 energy_ev=-151977.2120 gap_ev=8.91 max_force_ev_per_a=4.38
H 1.914504 -4.840316 4.937424 0.21 -0.73 -0.64
H -0.448880 5.126800 -2.288933 0.68 0.53 -0.03
H -1.778825 -1.850076 -5.546312 0.46 -0.09 -0.03
H -2.407244 -5.276525 5.196091 -0.13 -0.33 0.40
H -0.366487 4.615202 -4.572390 0.85 -0.83 -1.20
C -4.128447 -2.152389 -3.872660 -0.96 -2.67 0.90
O -1.363035 3.075133 -0.379673 -0.04 -0.51 0.26
H -3.836304 -6.386510 -11.078053 0.09 0.84 0.44
O -4.510397 -7.221935 1.211374 0.00 0.34 -0.98
O -0.525729 -4.668887 -1.452981 0.37 -1.02 -0.33
H -0.976664 -5.953532 -7.266218 0.53 0.09 0.01
C -1.178502 -4.781893 2.457122 -0.32 2.25 0.47
H -2.076432 6.132021 4.397030 0.57 0.37 0.77
H -0.711998 5.940616 5.695302 -1.04 -0.03 -0.49
H -1.378773 -0.901220 -2.176563 -0.51 -0.28 -0.16
O -3.345230 -1.405569 -0.299480 -0.50 0.57 -0.83
C 7.619035 3.911846 0.560841 2.28 0.28 -0.14
H -2.672213 3.222789 1.317457 0.83 -0.18 -0.39
H 4.145901 5.828385 -4.033880 0.59 0.70 -0.55
C 12.418653 2.555433 -3.218738 1.90 0.46 -1.11
H 3.963034 2.041572 5.824555 -0.08 0.58 -0.31
C -4.030701 -5.049300 -6.109312 1.57 -1.32 0.11
C -0.323313 -4.702983 -2.835759 2.66 0.86 -0.57
H 3.053580 -5.366712 3.522351 -0.06 -0.13 0.63
C 0.104775 4.163709 -5.522317 -0.43 1.48 -0.27
H 2.166520 -2.480256 0.402969 0.37 0.03 -0.35
C 3.518161 2.845368 6.425598 0.74 -2.22 1.79
H -4.499803 -6.314139 -0.561854 0.23 1.38 -0.69
H -3.849075 -8.808098 3.956980 -0.33 -0.02 0.17
N -2.521125 -5.163669 -6.162228 -1.43 -0.82 -0.28
H -5.303651 -1.306559 0.583119 -0.03 1.06 0.39
H -3.423418 -1.366664 -3.937256 0.22 1.16 -0.24
H 1.164876 4.548221 -5.693354 -1.10 -0.48 0.56
H -0.908686 2.931362 1.617373 0.10 -0.12 0.48
O 8.550428 3.404202 1.592845 -1.04 0.53 -2.49
H 10.423484 4.580590 -2.738237 0.94 0.23 -0.45
H 9.922445 2.289715 -4.081690 -0.03 0.14 0.42
O -2.146450 4.517338 -2.350258 0.35 0.22 -0.52
H 2.723470 6.683061 -3.481324 -0.87 0.66 -0.31
H 1.230044 1.715891 0.511851 0.02 -0.17 -0.27
O 5.270375 3.200663 -3.547771 0.52 0.41 -0.21
C 1.010042 4.932447 2.552111 0.03 0.17 -0.12
H -4.353133 2.151050 4.532911 0.02 -0.10 0.12
O 0.960217 -0.432660 4.813965 -1.17 0.08 -1.78
O -0.463464 -5.074639 7.135673 0.18 -0.57 0.53
H -5.531915 1.144125 5.464847 -0.02 0.73 0.11
O 0.023247 2.765743 -5.619712 -0.03 -0.28 0.85
H -3.745301 3.132908 -2.412442 0.35 0.43 0.07
H 1.967246 3.962553 8.165276 -0.47 -0.83 0.06
N -0.809539 -0.065127 -5.237994 2.18 -0.27 3.33
H -5.351280 -4.286247 -4.544783 -1.00 -0.52 0.21
H -3.439468 -2.691886 6.440758 -0.36 -0.45 0.15
H 4.505117 8.432950 6.556010 -0.05 0.35 -0.26
C 0.119909 -1.931678 -6.562326 2.05 1.01 -1.21
C 2.252241 -3.020834 -0.554639 0.03 -0.04 -0.56
N -0.497461 2.156903 6.514906 -0.58 -0.77 -0.51
H -5.401354 -6.118469 -10.360846 0.74 0.29 0.70
H -2.467476 2.612769 -6.948392 -0.94 0.72 -0.32
H -7.834986 1.047783 -1.896876 0.15 -0.90 -0.19
N 1.140593 -2.545329 6.826753 0.86 -0.38 0.05
H 13.335481 2.041578 -2.910866 -0.27 -0.37 0.01
C -1.709724 5.603497 5.299701 -0.95 -0.96 -0.08
H -1.767820 -0.061020 5.274088 -0.19 -0.08 0.36
H -7.446513 1.456557 -4.386054 0.57 -0.85 1.38
H 6.294874 7.435567 2.196522 -0.67 0.16 0.69
H 0.153496 1.495863 6.098967 -0.07 -0.09 0.02
O 1.119717 -5.193329 2.980118 0.39 0.41 1.38
H 1.233102 -1.861413 -6.311308 -1.19 -0.15 0.07
C -6.806237 1.099133 -2.283426 -0.27 1.93 1.93
H 5.258969 5.086078 1.395625 0.26 -0.15 -0.11
H -4.018610 4.793410 -3.014001 -0.48 0.00 0.15
C -4.701789 -1.823422 -0.140263 0.33 -1.44 -0.83
C 2.046596 -0.624523 5.633959 0.80 -0.28 0.00
C -4.259909 0.955931 -6.425259 -0.62 -1.04 -0.98
O -5.124619 -4.685208 1.325112 -0.53 -0.39 0.44
H 7.539556 5.036547 0.445644 0.45 -1.01 0.81
N -1.047853 -4.080996 1.128385 -0.02 -1.24 1.40
H -5.209323 -1.907754 -3.882441 0.51 0.55 -0.34
C 5.467444 8.300224 4.053417 0.50 -0.13 -0.41
C -3.425880 -5.164618 5.600749 -0.28 -1.46 -1.43
H 7.896477 2.274277 -0.807390 0.44 0.72 -0.21
H -0.210631 -7.153438 7.425193 0.24 -0.89 1.36
C 3.175519 4.808432 1.756271 1.94 0.15 -0.27
H -2.370747 -2.808024 5.002201 -0.90 0.01 0.55
H 1.288822 -0.004589 0.847204 0.10 -0.13 0.09
H -1.821024 -3.043717 -1.316583 0.30 -1.12 0.57
C -3.499395 2.874467 -7.346049 1.20 -0.63 -2.01
H 1.547449 -5.012495 7.401616 0.49 -0.32 -0.22
H -1.060788 3.735347 5.388781 0.13 -0.58 0.27
H -1.351779 0.448012 -5.841136 -1.24 1.06 -1.87
H -0.747039 -2.328800 1.288742 0.05 0.19 0.26
H -6.270394 -4.222256 3.002499 -0.45 -1.07 -0.43
C -1.874560 -0.029084 -1.721973 0.43 -0.72 0.13
N 4.553890 6.447583 2.823716 0.89 -1.25 -0.98
H 0.517240 -6.463975 5.903524 -0.55 -0.12 1.33
C -6.101884 2.656315 -0.570366 -0.63 1.43 -1.47
H -1.498448 4.475438 0.974517 0.23 1.04 0.58
H -2.470596 2.373761 7.086140 0.41 -1.18 -0.14
H -5.576238 1.860026 -0.174183 1.24 -1.86 0.82
H -0.006695 6.733064 -0.610071 -0.18 -0.75 0.30
C 4.616864 -0.745441 -4.088978 -0.15 2.11 -0.10
C 0.095554 2.758294 7.695522 -0.65 -0.62 1.04
N 9.297526 3.996942 -1.170624 -1.76 -0.27 -0.07
N -1.021582 0.444517 -0.674500 0.34 -0.85 3.11
H 2.001552 -0.374005 2.950538 -0.26 -0.12 0.34
C 0.692599 -3.867684 -7.708802 1.92 0.52 -1.68
C 1.395100 0.719814 0.041715 -0.60 0.39 2.08
H -6.111824 0.426608 -1.771180 -0.19 -0.07 0.20
H 2.488516 0.331147 5.840448 0.64 0.52 0.00
C 0.399300 0.434947 -0.999291 -0.86 -1.32 -2.37
H 4.287145 2.959116 -5.284108 0.05 -0.04 -0.70
C -3.266615 -0.305448 -1.232665 -0.82 0.01 0.06
O -6.454016 2.480808 -1.912851 0.18 -1.40 -1.78
H -6.946626 -5.588216 1.832493 -0.17 -0.77 0.70
H -3.182161 3.656007 -3.992970 0.60 0.02 0.29
H 0.788110 4.154946 1.851940 0.02 -0.63 -0.52
C -3.289634 3.990560 -2.944266 -1.40 -0.14 -1.10
H 2.994803 -1.418957 -1.258571 -0.07 0.52 -0.48
H 4.808236 8.358278 2.023027 -0.20 0.38 -0.28
H -1.939072 0.695422 -2.497535 -0.16 0.78 -0.86
H 12.384059 2.468737 -4.322397 -0.16 0.08 0.22
O 3.058182 4.755341 -2.834347 -1.29 -0.04 0.70
H -2.255721 -5.629601 0.360631 0.07 -0.35 -0.28
H 0.411930 -2.540914 6.139939 -0.58 -0.37 -0.14
H -2.040671 -4.368875 2.993959 -0.31 0.01 -0.37
H 3.244497 -2.093956 -3.496932 0.79 0.82 -0.75
C 5.313585 3.137506 -4.971269 0.33 0.26 -0.29
C 8.006116 3.392037 -0.807527 0.96 -0.02 1.17
H -6.960100 2.850875 0.027204 -0.90 0.18 0.73
C -0.028775 -4.488172 3.420249 0.12 0.24 -1.94
H -3.749793 3.916941 -7.399219 0.51 0.65 0.16
C 1.457149 3.360140 7.373833 -0.73 1.25 -0.60
H 5.975220 2.320756 -5.304869 -0.48 -0.09 0.50
O 3.643938 -1.706730 -4.323773 -0.81 -1.20 0.32
H 8.273090 4.829330 2.947770 0.06 1.34 0.58
H -5.478672 3.525778 -0.609923 0.47 0.61 0.53
H -0.337371 -1.980559 -4.462984 -0.55 0.71 -1.04
H -4.341289 2.229142 6.311714 -0.45 0.73 0.43
H 9.944456 3.614082 -0.552859 1.67 -0.55 1.21
C 10.036154 2.416333 -2.983896 0.42 -0.69 -0.03
H 1.764330 1.214259 3.786013 -0.28 -0.99 -0.10
H 4.231828 0.098613 -3.452794 0.47 -0.73 -0.24
H -2.594310 -4.401648 -8.892664 -0.12 0.83 0.35
O 4.171505 8.678953 4.476263 0.12 0.30 1.38
H 5.766439 4.011231 -5.540363 -0.74 -0.34 1.07
O 2.479491 -2.116286 -1.685338 0.31 -0.50 1.39
H -0.972381 -5.316137 -3.447471 -0.79 -0.04 0.22
C 3.522236 6.053609 -3.188104 1.29 -0.26 0.67
H -3.375221 -4.905587 6.636783 -0.06 -0.14 0.92
H -0.282633 -4.692397 4.442171 -0.24 -0.66 0.71
H 1.084970 0.599112 -5.849721 0.52 -0.13 -0.12
H -0.299078 2.087066 -3.622078 -0.16 0.22 -0.53
H 4.495989 3.733665 -3.266962 0.25 -0.35 -0.29
H -4.300745 -4.704023 -10.423768 0.12 -0.04 -0.38
O -3.765639 -6.100108 -8.978968 -0.96 0.26 -0.98
H -5.668152 -7.624693 -0.510015 0.52 0.28 0.47
H 2.998045 9.204954 5.997203 -0.02 0.33 0.34
C -6.732258 0.811848 -3.725622 -1.19 1.28 -2.17
H -1.820250 -5.801540 -9.545753 0.14 -0.07 0.49
H 1.262691 -3.444816 -0.714191 0.25 -0.45 -0.10
H -1.223281 2.080138 -0.434280 -0.35 0.00 -0.03
C -0.744840 -1.485064 -5.406049 -0.38 -0.34 0.40
H 4.307879 6.375403 0.691655 -0.39 0.11 -0.20
H 0.509881 1.209443 -1.732398 0.22 0.43 -0.89
H -3.982722 -2.078566 4.857975 -0.18 0.36 0.03
C -4.307704 -6.418411 5.254131 2.44 0.50 -0.68
O -0.202644 -3.255468 -6.851373 -0.34 -0.66 -0.06
H 6.106504 9.195718 3.954548 -0.01 -0.25 0.19
H -7.099026 -0.209321 -3.857592 0.19 -0.13 0.00
C -4.437698 -8.070194 3.391293 0.55 -0.01 0.45
H -3.757378 -4.941442 -4.049693 0.19 -0.40 0.89
C -2.508846 -5.463427 -8.744507 0.16 -1.25 0.14
H -0.175400 -2.799113 8.559813 0.95 -0.31 -0.73
H -1.998199 3.970007 -1.574713 0.62 -0.49 0.88
O -4.487269 2.295582 -6.584884 -0.76 1.08 -0.13
C 4.073029 9.172563 5.856238 0.12 -1.24 -1.47
C -4.644816 -7.288756 -0.206471 -1.54 -1.39 0.49
H -4.218906 -5.998912 3.261225 -0.45 0.55 -0.74
C 2.182157 -4.798297 3.854391 0.09 -0.34 -0.28
C 0.723315 5.984501 -0.973265 0.41 0.14 2.26
C 0.489114 0.562793 -4.940967 0.05 0.67 -0.18
N -5.409810 0.968060 -4.307516 0.12 0.01 -0.39
H 9.349042 1.718658 -2.457208 0.36 0.37 -0.55
H -4.855576 -5.616073 1.248986 0.12 0.30 0.46
H 0.673037 -0.543885 -1.501046 -0.12 0.86 0.44
H 0.181889 5.596855 2.556836 -0.67 0.87 -0.17
H 3.493013 4.023664 2.444580 -0.28 -0.17 0.46
H -2.077549 -0.342165 2.668738 -0.32 0.51 -0.04
H 2.761591 1.609091 -2.317503 -0.21 -0.01 -0.16
H -2.386735 -2.074358 2.538382 -0.33 -0.01 -0.04
H 4.230937 1.521779 -1.317718 -0.65 0.67 -0.14
H -1.222831 -1.474011 3.685420 0.53 -0.02 0.31
H -5.213420 -1.814802 -1.126127 0.11 0.06 0.49
H -2.558250 -4.552035 -1.799760 0.35 -0.16 -0.05
H -0.504358 4.548359 -6.388301 0.58 -0.23 0.83
H -4.489313 -6.070288 -6.202399 0.50 0.87 0.14
H -4.705602 -2.861371 0.227438 0.19 0.32 -0.26
C -1.623421 -1.316906 2.694610 0.04 -0.46 -0.69
H -6.942761 -3.937862 1.398790 -0.67 0.38 0.09
H -3.718343 0.567977 -0.736387 0.39 0.16 -0.06
H -2.122821 -4.231617 -6.191236 0.01 -0.04 -0.02
H 12.717017 3.611899 -2.998881 -1.17 -0.33 0.23
H -2.114577 1.530652 4.673972 -0.70 -0.42 0.41
H 6.679967 3.508310 0.758291 -1.91 -0.57 0.74
H -1.416103 -5.815313 2.300081 0.32 -0.89 0.16
H -0.663077 3.491960 8.036638 0.76 0.05 0.08
H -2.914121 -8.358186 1.904403 1.59 0.45 -0.10
H 1.048814 4.534867 3.534394 0.25 -0.75 1.14
H 3.065447 -3.790696 -0.511038 -0.83 0.56 0.06
C 1.301099 0.197903 3.578765 -1.03 1.71 -0.43
H -4.358619 -9.209670 1.643103 -0.41 -0.83 -0.54
H 1.630791 6.594034 -0.973005 0.34 -0.43 -0.15
H 1.765450 -3.689594 -7.440743 -0.71 0.34 0.00
H 0.689462 -5.157600 -2.930712 -0.54 0.43 -0.24
C -2.127783 -4.553800 0.236890 1.90 0.05 0.87
H 2.933657 4.338093 0.831261 -0.56 -0.53 -0.98
H 1.527327 -3.006743 8.812731 1.03 0.23 0.52
C -3.444844 -2.862489 5.365275 1.19 -0.38 -1.89
C -1.818246 1.501172 6.778203 0.14 0.59 0.67
H -3.987436 -7.955367 -0.711341 1.02 -0.61 -0.05
C -4.319320 -4.414465 -4.789856 0.29 1.88 -0.66
C -3.960486 -8.268935 1.959149 -2.29 -0.30 0.76
H 0.081575 -1.281597 -7.519109 -0.60 -0.65 1.30
C -6.416434 -4.672403 1.990505 1.57 2.02 -0.76
H 0.157012 1.983059 8.499909 0.28 0.55 -0.20
H 4.545562 10.150945 5.977080 -0.04 -0.07 -0.05
H -5.359175 -0.707270 -5.733552 -0.09 0.46 0.59
H -0.254706 -3.647609 -3.234220 -0.27 -1.04 0.17
H 2.433744 -3.752449 3.749875 -0.03 0.66 -0.49
H -3.529391 2.498896 -8.450278 0.05 0.34 1.61
O 11.346786 1.935519 -2.617214 -1.05 0.49 0.80
H 4.124664 2.864807 7.349122 0.26 0.54 -0.41
H -3.032791 -4.111179 0.513479 -1.38 0.82 0.48
N -4.004511 -6.770343 3.845502 0.08 -0.43 1.98
H 2.841938 2.635371 -0.859542 0.09 0.48 0.04
H 2.513645 -1.081240 7.541145 0.29 -0.58 0.44
O -1.674208 4.238858 4.841808 0.22 0.63 -0.09
H 4.913701 -0.247013 -5.031464 -0.63 -0.34 0.03
C 8.123013 3.785930 2.854609 -1.00 -0.55 -0.21
C -4.338721 -5.784749 -10.280099 0.11 -1.09 0.53
O -3.808730 -3.069631 -4.912652 0.25 0.16 0.09
C -4.534625 1.600959 5.466457 -0.54 -1.03 -0.40
H -5.281519 -6.129829 5.485946 -2.23 0.85 -0.32
H -4.020031 -2.626336 -2.864002 0.36 0.11 -0.56
O -3.702909 0.468525 5.588831 0.17 -0.19 -0.33
O -3.999070 -4.101763 4.875951 -0.16 1.27 1.14
H 7.040589 3.563628 3.005294 0.53 0.03 0.09
C 0.790482 -3.193977 8.072185 -2.63 -0.29 0.39
O 0.433028 5.582795 -2.245789 -0.77 -1.04 -1.93
H -4.356480 -4.449101 -6.935069 -0.64 0.40 -0.42
H 5.948950 7.543271 4.720433 -0.39 0.60 -0.11
H 0.596557 -3.614396 -8.813094 -0.19 0.30 1.15
C 4.381657 5.700392 1.545240 0.03 0.55 1.60
H 0.632283 -4.923317 -7.697678 -0.60 -1.12 0.39
C -0.318314 -6.418237 6.687356 -0.59 1.39 -4.11
H 2.057830 4.756604 -2.828242 1.12 0.24 0.24
H 0.895796 -0.535547 7.399967 -0.22 0.25 -0.01
O 2.268773 2.340340 6.859835 -0.39 0.36 -0.34
C 0.654486 -4.722415 7.942104 0.45 0.89 -1.03
H 7.262565 3.811187 -1.428480 -0.93 0.20 -1.18
H -6.437443 0.671988 -6.132355 1.18 -0.20 -0.17
H 1.267156 4.129917 6.581975 0.17 -0.43 0.15
H 0.880037 5.079558 -0.279880 -0.40 1.48 -0.64
C 1.632899 -1.192614 6.920161 -0.71 0.22 1.53
C 3.134470 1.695854 -1.302254 0.76 -1.60 0.80
O 2.684203 0.611399 -0.444476 1.13 0.29 -0.81
H 2.778868 -1.333475 5.239689 0.20 0.11 -0.59
H 8.726402 3.241405 3.546608 0.28 -0.26 0.73
H -2.362540 -6.961153 -7.330858 -0.33 -0.36 0.71
C -1.620150 3.421321 0.972148 -1.11 -0.39 -0.53
H -0.178396 -4.462905 0.763606 0.03 0.14 -0.27
H -4.082172 0.457136 -7.408520 -0.27 0.16 0.41
H 3.680214 6.727029 3.191639 -1.20 -0.08 0.22
H 3.487202 3.803497 5.971962 -0.18 0.81 -0.73
O -0.649118 -1.408737 1.659404 -0.06 -0.20 0.09
H 0.244730 -3.416832 3.425519 -0.44 0.01 -0.29
H -5.523422 -8.293728 3.588139 0.67 0.18 -0.64
H 5.582284 -1.074980 -3.740628 0.22 -0.66 0.76
H 0.674422 -5.279667 8.875855 -0.33 0.22 0.42
C -5.429518 0.396352 -5.687157 -0.93 0.15 0.60
O 2.181238 5.618300 2.227906 -1.18 0.71 0.16
C -2.367915 0.823836 5.517023 2.04 0.94 -0.92
H -1.817827 0.702535 7.585354 0.24 1.05 -0.43
H 1.333684 2.429873 -4.035214 0.81 -0.22 -0.22
H -1.209717 -6.644515 6.020751 0.76 0.13 1.20
C 9.692084 3.829381 -2.539302 -1.24 -0.14 -0.34
H -3.369452 0.858595 -5.847979 0.91 -0.57 0.73
C 5.299570 7.644534 2.681857 1.58 0.58 -0.13
H 1.039485 0.008259 -4.184896 -0.11 -0.50 0.04
H 4.145871 6.613223 -2.405111 -0.91 -1.14 -0.69
H -3.884489 -0.436683 -2.146540 0.10 -0.39 0.63
H -4.239083 -7.280808 5.907755 1.06 -0.30 0.08
C -1.754792 -4.170456 -1.132469 -2.33 1.70 -1.40
H 8.799259 4.146172 -3.097749 0.22 -0.15 -0.30
C 0.428874 2.014426 -4.457513 -1.60 -0.12 -0.54
H 0.343372 0.422125 2.974067 1.51 -0.68 1.11
C -2.048107 -5.927024 -7.298427 -0.40 0.83 -1.76
H -5.264674 2.000863 -4.393630 0.08 -1.27 -0.02
H -1.164840 -0.249510 0.115434 0.38 1.11 -0.67
H -2.529874 5.651131 6.075884 1.03 0.43 -0.46